No. 1
{
  "formula": "C15H28N2O3",
  "method": "ωB97M-V with the def2-TZVPD basis set",
  "species": ["C", "O", "C", "C", "N", "C", "O", "C", "N", "C", "O", "C", "C", "C", "C", "C", "C", "C", "C", "C", "H", "H", "H", "H", "H", "H", "H", "H", "H", "H", "H", "H", "H", "H", "H", "H", "H", "H", "H", "H", "H", "H", "H", "H", "H", "H", "H", "H"],
  "positions_angstrom": [[-1.4090, 6.0197, -3.0619], [-1.2911, 5.2892, -1.8691], [-0.6387, 4.0545, -2.0426], [-0.5338, 3.3703, -0.6776], [-0.0006, 2.0367, -0.7971], [1.2209, 1.6933, -0.3534], [1.9822, 2.4488, 0.2131], [1.5421, 0.2099, -0.6469], [0.6093, -0.6599, 0.0418], [-0.5966, -0.9912, -0.4484], [-1.0269, -0.5203, -1.4915], [-1.3892, -1.9839, 0.3844], [-0.6343, -3.3019, 0.5820], [-1.4964, -4.2855, 1.3690], [-1.8875, -3.6916, 2.7191], [-2.6302, -2.3724, 2.5277], [-1.7734, -1.3836, 1.7413], [2.9978, -0.1512, -0.3150], [3.3620, -1.4995, -0.9332], [3.2796, -0.1497, 1.1873], [-1.9908, 5.4683, -3.8115], [-0.4240, 6.2533, -3.4853], [-1.9244, 6.9442, -2.8105], [-1.2097, 3.4150, -2.7364], [0.3667, 4.2045, -2.4655], [-1.5294, 3.3378, -0.2258], [0.1342, 3.9421, -0.0305], [-0.5517, 1.3409, -1.2922], [1.3712, 0.0611, -1.7219], [0.8879, -0.9825, 0.9534], [-2.3069, -2.1883, -0.1768], [0.2949, -3.1272, 1.1303], [-0.3752, -3.7259, -0.3905], [-0.9492, -5.2187, 1.5165], [-2.3989, -4.5134, 0.7981], [-0.9877, -3.5190, 3.3149], [-2.5178, -4.3958, 3.2653], [-2.8869, -1.9448, 3.4989], [-3.5606, -2.5559, 1.9862], [-0.8750, -1.1505, 2.3186], [-2.3222, -0.4520, 1.5882], [3.6150, 0.6301, -0.7687], [4.3953, -1.7500, -0.7066], [3.2443, -1.4742, -2.0140], [2.7232, -2.2877, -0.5393], [2.9325, 0.7785, 1.6312], [4.3509, -0.2277, 1.3555], [2.8081, -0.9937, 1.6894]],
  "homo_ev": -9.253,
  "lumo_energy_ha": 0.0270,
  "multiplicity": 1,
  "relative_energy_kcal_mol": 2.5,
  "charge": 0,
  "e_tot_ha": -923.63915,
  "gap_ev": 9.99
}


No. 2
{
  "formula": "C15H28N2O4S",
  "method": "ωB97M-V with the def2-TZVPD basis set",
  "species": ["C", "C", "C", "C", "H", "H", "S", "O", "O", "N", "C", "C", "H", "H", "C", "C", "O", "N", "H", "C", "H", "H", "C", "C", "H", "C", "H", "C", "H", "O", "H", "H", "H", "H", "C", "H", "C", "H", "H", "H", "H", "H", "H", "H", "H", "H", "H", "H", "H", "H"],
  "positions_angstrom": [[-6.4920, -0.2449, 0.2242], [-5.1346, -1.0100, 0.5551], [-3.8735, -0.2901, -0.0832], [-2.7129, -1.1466, 0.3117], [-2.7530, -2.3312, -0.1336], [-2.6168, -1.1513, 1.4545], [-1.4592, -0.4755, -0.3572], [-0.1769, -0.9905, -0.2320], [-1.7008, -0.3140, -2.0241], [-1.4215, 1.1929, 0.0189], [-1.0980, 2.4170, -0.9388], [0.3675, 2.2540, -1.2647], [0.7256, 0.9897, -1.6823], [0.8049, 2.9979, -1.8516], [1.1951, 2.3713, 0.0367], [2.6400, 2.1258, 0.1330], [3.5697, 2.8534, 0.3013], [2.9933, 0.8748, -0.3615], [2.4113, 0.3364, -0.5799], [4.3622, 0.4972, -0.3517], [4.9188, 1.0562, 0.1428], [4.7071, 0.6698, -1.3138], [4.4516, -0.9174, -0.0222], [3.8270, -1.9220, -0.9790], [4.6590, -2.1420, -2.0824], [3.3705, -3.0749, -0.3276], [2.4975, -3.8121, -0.8302], [2.8173, -2.1605, 0.8646], [2.6636, -2.9570, 1.9209], [3.7453, -1.3084, 1.1799], [1.7910, -1.8032, 0.6475], [4.0290, -3.8329, -0.1476], [3.1379, -1.4303, -1.7026], [5.4875, -1.4100, 0.1050], [0.6387, 1.4103, 1.2828], [1.0444, 0.6540, 1.1568], [-0.8296, 1.4836, 1.1528], [-1.2326, 2.4627, 1.9465], [-1.2248, 0.7425, 2.0208], [0.9494, 1.9387, 2.3358], [1.1496, 3.3560, 0.6225], [-1.4920, 3.2773, -0.3664], [-1.6595, 1.9378, -1.8540], [-4.1555, -0.5373, -1.1181], [-4.0494, 0.7230, 0.1829], [-5.2123, -2.1070, 0.2311], [-5.1191, -1.0975, 1.6900], [-7.2949, -0.8451, 0.6196], [-6.6250, -0.1686, -1.0458], [-6.6209, 0.8579, 0.5127]],
  "homo_ev": -9.093,
  "lumo_energy_ha": 0.0068,
  "multiplicity": 1,
  "relative_energy_kcal_mol": 368.9,
  "charge": 0,
  "e_tot_ha": -1396.45659,
  "gap_ev": 9.28
}


No. 3
{
  "formula": "C15H28N2O6V",
  "method": "ωB97M-V with the def2-TZVPD basis set",
  "species": ["C", "C", "N", "C", "O", "C", "O", "C", "C", "C", "C", "C", "N", "C", "C", "C", "C", "O", "C", "C", "O", "H", "H", "H", "H", "H", "H", "H", "H", "H", "H", "H", "H", "H", "H", "H", "H", "H", "H", "H", "H", "H", "H", "H", "H", "H", "H", "H", "H", "O", "V", "O"],
  "positions_angstrom": [[-3.3551, -1.1607, -1.3806], [-2.4285, -2.4609, -1.5552], [-1.7967, -2.9498, -0.3036], [-1.0352, -1.9051, 0.4241], [-1.7222, -1.0087, 1.3225], [-1.2653, 0.3621, 1.1600], [-1.9161, 1.4006, 1.3511], [0.2986, 0.1680, 0.7354], [1.1486, -0.1555, 2.0564], [1.9234, 1.1769, 2.5857], [0.8369, 2.3112, 2.9934], [1.4875, 3.5949, 3.7195], [0.7658, 3.8954, 5.0131], [0.0344, -0.9921, -0.3538], [1.3696, -1.7447, -0.8152], [1.8461, -1.4325, -2.3195], [1.5904, 0.1247, -2.6218], [2.4912, 0.6979, -3.6079], [2.3729, 2.1295, -3.4491], [1.0217, 2.8900, -3.0751], [3.3977, 2.8456, -3.6216], [-3.7868, -1.1440, -0.3252], [-2.7891, -0.1654, -1.5254], [-4.2306, -1.2048, -2.1171], [-1.5988, -2.1793, -2.3055], [-3.0879, -3.2605, -2.0890], [-1.2027, -3.7731, -0.4730], [-0.3493, -2.5421, 1.1097], [0.6020, 1.1805, 0.2841], [0.4435, -0.4919, 2.8890], [1.9407, -0.9670, 1.9359], [2.6167, 1.6131, 1.7747], [2.5519, 0.8945, 3.5061], [0.3508, 2.6462, 1.9998], [0.0578, 1.7757, 3.6477], [2.5944, 3.4409, 4.0017], [1.3434, 4.5437, 3.0763], [0.7215, 3.0428, 5.5965], [-0.1995, 4.2195, 4.8025], [-0.6155, -0.4486, -1.1202], [2.2545, -1.4510, -0.1306], [1.2942, -2.8955, -0.7079], [1.2129, -2.0907, -3.0218], [2.9640, -1.6863, -2.4490], [0.4776, 0.2139, -2.9294], [1.8012, 0.6804, -1.6279], [0.2275, 2.5549, -3.8480], [1.1396, 4.0226, -3.0374], [0.5796, 2.5815, -2.0526], [-4.5204, -7.0322, -0.0550], [-4.7925, -5.6347, -1.0413], [-5.0660, -4.2300, -2.0257]],
  "homo_ev": -11.093,
  "lumo_energy_ha": -0.3611,
  "multiplicity": 1,
  "charge": 1,
  "e_tot_ha": -2092.61401,
  "gap_ev": 1.27
}


No. 4
{
  "formula": "C15H28N3O7P",
  "method": "ωB97M-V with the def2-TZVPD basis set",
  "species": ["C", "C", "N", "H", "H", "H", "C", "C", "N", "H", "H", "H", "C", "C", "N", "H", "H", "H", "C", "C", "O", "P", "O", "O", "C", "C", "O", "C", "C", "H", "H", "H", "H", "H", "H", "H", "H", "H", "H", "H", "H", "H", "H", "H", "C", "C", "O", "C", "O", "O", "H", "H", "H", "H"],
  "positions_angstrom": [[8.8672, -2.0517, -2.8572], [9.9678, -2.7673, -3.5431], [10.8512, -3.2834, -4.0823], [9.2047, -1.0190, -2.7684], [8.6384, -2.2558, -1.8112], [7.9628, -2.1647, -3.4550], [7.6206, 5.7877, -5.8478], [6.4405, 5.0062, -5.4997], [5.5459, 4.3246, -5.3121], [8.5363, 5.7949, -5.2567], [7.2648, 6.8117, -5.9622], [7.8673, 5.5944, -6.8918], [9.0422, -1.8076, -9.2310], [9.8010, -0.6216, -9.5485], [10.3782, 0.3759, -9.8517], [8.2063, -1.9790, -9.9092], [8.8327, -1.8340, -8.1617], [9.7493, -2.5979, -9.4830], [1.1522, 3.3992, -10.6260], [1.7206, 1.9657, -10.3279], [0.7753, 1.1176, -9.8135], [1.1144, 0.0216, -8.6441], [2.4585, -0.5801, -8.7994], [0.9104, 0.7736, -7.1809], [2.1791, 1.2489, -6.5627], [2.4328, 0.2351, -5.4557], [-0.1716, -0.9633, -8.5823], [-0.1838, -2.0562, -9.3045], [-0.0424, -3.3047, -8.3603], [0.6354, 3.7044, -9.7162], [1.8230, 4.2489, -10.7527], [0.3761, 3.3101, -11.3862], [2.1590, 1.6311, -11.2680], [2.5165, 1.9890, -9.5834], [2.9937, 1.2928, -7.2857], [2.1468, 2.3072, -6.3038], [1.8752, 0.4633, -4.5474], [2.1400, -0.7390, -5.8475], [3.4780, 0.0835, -5.1861], [-1.1198, -2.0397, -9.8628], [0.5551, -2.0696, -10.1057], [0.5012, -4.1326, -8.8156], [0.6991, -3.0765, -7.5947], [-0.9395, -3.6040, -7.8183], [5.5732, 1.1819, -7.0792], [6.8656, 1.4876, -7.7500], [7.8005, 0.5777, -7.2341], [7.3157, -0.1012, -6.1523], [8.0328, -0.8195, -5.4812], [5.9165, 0.2876, -6.0611], [4.9228, 0.6998, -7.8090], [5.0132, 1.9994, -6.6252], [7.1654, 2.5239, -7.5940], [6.8544, 1.6026, -8.8339]],
  "homo_ev": [-12.705, -12.705],
  "lumo_energy_ha": [-0.1019, -0.3759],
  "multiplicity": 2,
  "charge": 1,
  "e_tot_ha": -1620.26502,
  "gap_ev": [9.93, 2.48]
}